(1)
Below is an isolated molecule of C18H18N2O4, with properties calculated with wB97M-V/def2-TZVPD.

Bonds (Å) are listed after each position.
Atoms and positions in Å:
1 H -3.08485 -1.36029 2.69706  C14 1.088
2 H -4.55766 1.84213 -1.66873  C7 1.093
3 H -0.04116 1.31173 -1.63717  C22 1.079
4 H 0.35875 -1.74773 2.00916  C42 1.080
5 H 2.58117 1.46627 2.20168  C40 1.079
6 H -4.20473 -0.62558 -1.76017  C28 1.096
7 C -3.95092 1.36000 -0.89780  H2 1.093, N9 1.442, C28 1.541, H37 1.092
8 O 6.84090 -0.01505 0.77227  N41 1.213
9 N -2.54971 1.52488 -1.19463  C7 1.442, H20 1.009, C31 1.363
10 H 4.27648 -0.31137 -2.07888  C27 1.079
11 C -2.33175 -1.17003 0.04986  C29 1.389, C35 1.404, O38 1.372
12 H 0.37079 1.52350 1.37962  C15 1.083
13 H -5.39133 -0.20143 -0.50910  C28 1.093
14 C -2.14881 -0.83466 2.52079  H1 1.088, H23 1.090, H26 1.087, C35 1.495
15 C 0.68603 1.33281 0.36098  H12 1.083, C21 1.449, C22 1.336
16 O 6.48847 -0.59235 -1.26743  N41 1.214
17 H -0.05314 -2.24074 -2.20655  C36 1.080
18 H 1.89913 0.32566 -1.86613  C33 1.078
19 C 4.74212 0.22578 -0.06535  C27 1.391, C39 1.391, N41 1.439
20 H -2.21948 1.12989 -2.06201  N9 1.009
21 C 2.07415 0.95837 0.18079  C15 1.449, C33 1.400, C40 1.400
22 C -0.24648 1.45978 -0.58784  H3 1.079, C15 1.336, C31 1.479
23 H -2.37082 0.23190 2.48607  C14 1.090
24 H 1.33387 -2.37322 -0.16370  C25 1.079
25 C 0.30854 -2.04041 -0.10672  H24 1.079, C36 1.380, C42 1.386
26 H -1.46358 -1.03034 3.34096  C14 1.087
27 C 3.88671 0.08530 -1.15370  H10 1.079, C19 1.391, C33 1.377
28 C -4.33824 -0.12738 -0.79261  H6 1.096, C7 1.541, H13 1.093, O38 1.407
29 C -1.77962 -1.53104 -1.17248  C11 1.389, H32 1.081, C36 1.386
30 O -1.96990 2.10004 0.91661  C31 1.215
31 C -1.64615 1.73374 -0.19532  N9 1.363, C22 1.479, O30 1.215
32 H -2.36657 -1.49468 -2.07908  C29 1.081
33 C 2.56465 0.45014 -1.02756  H18 1.078, C21 1.400, C27 1.377
34 H 4.96403 0.81674 1.97549  C39 1.079
35 C -1.55338 -1.25379 1.21554  C11 1.404, C14 1.495, C42 1.384
36 C -0.46466 -1.96136 -1.24751  H17 1.080, C25 1.380, C29 1.386
37 H -4.12083 1.84581 0.06586  C7 1.092
38 O -3.63187 -0.77444 0.23768  C11 1.372, C28 1.407
39 C 4.27794 0.72362 1.14747  C19 1.391, H34 1.079, C40 1.378
40 C 2.95227 1.08078 1.26424  H5 1.079, C21 1.400, C39 1.378
41 N 6.12336 -0.15476 -0.19596  O8 1.213, O16 1.214, C19 1.439
42 C -0.24372 -1.68823 1.11425  H4 1.080, C25 1.386, C35 1.384

Calculated values
Charge: 0
Orbital gap in eV: 7.55
SMILES string: Cc1ccccc1OCCNC(=O)/C=C/c1ccc([N+](=O)[O-])cc1
E in Ha: -1107.09990
Largest force on an atom in eV/A: 1.41
HOMO in eV: -8.5

---

(2)
Below is an isolated molecule of C2H3ClO2, with properties calculated with wB97M-V/def2-TZVPD.

Bonds (Å) are listed after each position.
Atoms and positions in Å:
1 H -0.80046 -1.80831 -1.10657  O3 1.009
2 Cl -2.11536 0.18271 0.27265  C8 1.880
3 O -0.20677 -1.53009 -0.33924  H1 1.009, C8 1.305
4 C 0.73035 0.69024 0.40901  H5 1.172, O6 1.432, H7 1.153, C8 1.479
5 H 0.53176 1.65611 1.04202  C4 1.172
6 O 0.39798 0.77856 -0.98082  C4 1.432, C8 1.601
7 H 1.77488 0.30393 0.70848  C4 1.153
8 C -0.31238 -0.27315 -0.00552  Cl2 1.880, O3 1.305, C4 1.479, O6 1.601

Calculated values
Charge: 0
Orbital gap in eV: 11.14
SMILES string: O[C@@]1(Cl)CO1
E in Ha: -688.60276
Largest force on an atom in eV/A: 4.34
HOMO in eV: -10.6

---

(3)
Below is a cluster of 10 separate species, C37H85BrN22O13PS in total, with properties calculated with wB97M-V/def2-TZVPD.

Bonds (Å) are listed after each position.
Atoms and positions in Å:
1 N -1.29905 5.91213 5.03911  H4 1.007, H51 1.007, C111 1.353
2 H -0.76482 -0.27916 -0.49714  C40 1.159
3 C 1.46053 -2.10094 2.91385  H15 1.149, C26 1.610, C93 1.624, H103 1.162
4 H -0.46019 6.46961 5.04257  N1 1.007
5 N 6.30264 -4.76718 -10.91479  C84 1.354, H85 1.004, H87 1.008
6 C 4.68067 -3.70296 -3.62510  N46 1.351, N60 1.357, O98 1.222
7 H 0.38418 -0.70258 -6.51951  C107 1.141
8 O -5.48368 -4.26194 -2.71825  C91 1.267
9 N 3.88631 -3.25546 6.72369  H31 1.004, C74 1.355, H88 1.008
10 C 2.82274 1.38887 -8.66131  N12 1.354, O47 1.220, N65 1.354
11 N 2.56443 -3.11420 -8.24056  H21 1.006, C108 1.351, H126 1.010
12 N 1.90129 2.10522 -9.34847  C10 1.354, H70 1.008, H120 1.004
13 H 2.42298 1.21005 4.38052  C96 1.160
14 H 0.16668 2.13948 -0.46823  C57 1.150
15 H 0.62227 -1.31595 2.89646  C3 1.149
16 H 0.59917 2.98195 -3.63294  C97 1.147
17 N 2.06977 -4.79983 -6.78745  H94 1.005, C108 1.357, H139 1.008
18 H -5.09129 1.61663 -0.03274  C52 1.162
19 H -6.02639 2.31752 4.81974  N138 1.008
20 H 0.42739 4.06721 9.63012  N117 1.004
21 H 2.94448 -3.76947 -8.90258  N11 1.006
22 H -3.42690 -2.36011 1.23498  C41 1.144
23 C 1.29657 2.51724 2.17783  N43 1.497, H67 1.164, C122 1.615, H159 1.147
24 H 0.69489 0.42591 1.56219  C122 1.148
25 H -2.17538 2.05799 -1.63341  P68 1.439
26 C 2.57737 -1.91112 1.77048  C3 1.610, H58 1.158, H133 1.165, C136 1.614
27 H -6.90782 1.99653 7.34646  N131 1.007
28 C -0.88718 -3.45217 2.75348  H48 1.163, C81 1.611, C93 1.641, H127 1.148
29 C -5.75553 3.65948 7.33022  N109 1.350, N131 1.355, O154 1.224
30 H -3.79087 3.54009 1.91687  N112 1.035
31 H 4.60734 -3.85593 7.08086  N9 1.004
32 H 3.29804 -3.56276 -5.09368  N46 1.009
33 C -3.62302 4.38097 -1.37403  H50 1.149, C86 1.600, H128 1.153, H157 1.164
34 H 1.68366 -1.35176 -3.96301  C83 1.147
35 H 1.45945 -5.32162 6.53181  N146 1.008
36 H -3.76884 3.45593 7.92405  N109 1.004
37 H -3.52621 4.76622 5.03536  N102 1.005
38 H -5.28028 1.69609 7.86205  N131 1.004
39 C 3.59515 0.39150 -2.00671  C79 1.627, C110 1.615, H144 1.162, H150 1.163
40 C -1.44582 0.55475 -0.06914  H2 1.159, H42 1.166, C57 1.609, P68 1.911
41 C -2.64340 -3.01739 0.72158  H22 1.144, H71 1.166, C81 1.618, C123 1.615
42 H -1.88731 0.10819 0.91285  C40 1.166
43 N 0.87576 3.45986 3.26187  C23 1.497, C73 1.464, H78 1.044
44 C -2.70827 -1.19912 -2.86393  S64 1.897, H76 1.164, C77 1.655, O156 1.470
45 C -5.15001 0.88451 3.69012  N100 1.354, N138 1.355, O153 1.223
46 N 4.29010 -3.54983 -4.90965  C6 1.351, H32 1.009, H140 1.004
47 O 2.73344 0.18223 -8.50169  C10 1.220
48 H -1.21394 -2.70200 3.57983  C28 1.163
49 O 1.58781 -2.65085 -6.25545  C108 1.224
50 H -3.18617 3.81532 -2.27330  C33 1.149
51 H -1.21945 4.90895 4.99480  N1 1.007
52 C -3.97332 1.92137 0.05786  H18 1.162, P68 1.923, C86 1.605, H114 1.158
53 H 3.83888 -2.97074 -0.84003  C59 1.158
54 N -1.26795 5.35580 10.96408  C129 1.356, H143 1.004, H152 1.008
55 H 1.69910 1.44147 6.08043  C96 1.160
56 N -4.98279 -1.96529 -1.73159  C77 1.500, C91 1.300
57 C -0.58137 1.84389 0.35398  H14 1.150, C40 1.609, H75 1.147, C122 1.640
58 H 2.96942 -0.82597 1.86798  C26 1.158
59 C 3.16739 -2.02805 -0.88196  H53 1.158, C79 1.609, H121 1.161, C136 1.610
60 N 6.02368 -3.67531 -3.43324  C6 1.357, H62 1.004, H130 1.008
61 H 5.12774 -0.98221 -1.12682  C79 1.165
62 H 6.69173 -3.55237 -4.17234  N60 1.004
63 H -0.74764 -1.75901 1.25341  C81 1.145
64 S -3.56196 -1.48685 -4.53361  C44 1.897, H158 1.411
65 N 3.85047 2.11714 -8.16453  C10 1.354, H119 1.008, H125 1.004
66 O 0.04739 3.37263 5.49186  C73 1.292
67 H 1.50621 3.16139 1.23121  C23 1.164
68 P -2.93684 0.91338 -1.20994  H25 1.439, C40 1.911, C52 1.923, O105 1.738, Br147 2.338, O156 1.756
69 H 1.11725 -1.48591 0.10125  C136 1.149
70 H 1.12000 1.59866 -9.73352  N12 1.008
71 H -2.93713 -4.11737 0.97199  C41 1.166
72 N 4.54010 -4.62096 -12.35350  H82 1.004, C84 1.354, H132 1.008
73 C 0.74157 2.80281 4.56350  N43 1.464, O66 1.292, C96 1.614
74 C 2.62251 -3.66720 6.45961  N9 1.355, O134 1.220, N146 1.355
75 H -1.19223 2.78076 0.60810  C57 1.147
76 H -1.67894 -1.69397 -3.08796  C44 1.164
77 C -3.51272 -1.74956 -1.52605  C44 1.655, N56 1.500, O105 1.469, C123 1.606
78 H -0.00707 3.95157 2.99827  N43 1.044
79 C 4.03645 -0.67410 -0.85978  C39 1.627, C59 1.609, H61 1.165, H142 1.146
80 H 0.95240 -4.01096 3.97978  C93 1.164
81 C -1.13838 -2.83470 1.28655  C28 1.611, C41 1.618, H63 1.145, H135 1.165
82 H 5.15948 -4.49462 -13.13354  N72 1.004
83 C 1.26079 -0.33030 -4.27037  H34 1.147, C107 1.557, N148 1.479
84 C 4.95871 -4.78489 -11.07681  N5 1.354, N72 1.354, O115 1.222
85 H 6.95536 -4.64360 -11.66762  N5 1.004
86 C -3.77967 3.51124 -0.04047  C33 1.600, C52 1.605, N112 1.344
87 H 6.65371 -4.88607 -9.97774  N5 1.008
88 H 4.10007 -2.28690 6.54585  N9 1.008
89 H 1.66201 -3.24520 0.23317  C136 1.164
90 H 1.22649 -4.26299 2.16602  C93 1.147
91 C -5.27235 -3.17928 -2.09555  O8 1.267, N56 1.300
92 H -4.46977 6.21855 5.12655  N102 1.008
93 C 0.74070 -3.55713 2.92854  C3 1.624, C28 1.641, H80 1.164, H90 1.147
94 H 2.44040 -5.48480 -7.42200  N17 1.005
95 H -7.16049 1.17465 4.17525  N138 1.004
96 C 1.43160 1.39686 4.95263  H13 1.160, H55 1.160, C73 1.614, H118 1.153
97 C 0.72282 1.91072 -4.02418  H16 1.147, C145 1.560, N148 1.463
98 O 3.88749 -3.85335 -2.70760  C6 1.222
99 H 1.96112 1.85621 -1.57461  C110 1.156
100 N -5.45407 -0.21447 2.95985  C45 1.354, H101 1.004, H106 1.008
101 H -6.38645 -0.56734 2.84171  N100 1.004
102 N -3.56857 5.76894 5.08464  H37 1.005, H92 1.008, C111 1.353
103 H 2.00234 -1.96214 3.93285  C3 1.162
104 H -2.76759 -3.95877 -1.31546  C123 1.152
105 O -3.52927 -0.60454 -0.60650  P68 1.738, C77 1.469
106 H -4.68871 -0.69552 2.51321  N100 1.008
107 C 0.57134 -0.01287 -5.63002  H7 1.141, C83 1.557, C145 1.580
108 C 2.04480 -3.46802 -7.04424  N11 1.351, N17 1.357, O49 1.224
109 N -4.49608 4.06551 7.59688  C29 1.350, H36 1.004, H113 1.008
110 C 2.02633 0.77180 -1.96837  C39 1.615, H99 1.156, H137 1.145, N148 1.506
111 C -2.47922 6.57147 5.09669  N1 1.353, N102 1.353, O141 1.224
112 N -3.70967 4.19170 1.11689  H30 1.035, C86 1.344
113 H -4.28750 5.04154 7.45319  N109 1.008
114 H -3.60466 1.59620 1.10580  C52 1.158
115 O 4.18427 -4.93700 -10.14374  C84 1.222
116 H -1.49279 -2.64399 -1.16162  C123 1.164
117 N -0.40872 4.30605 9.12851  H20 1.004, C129 1.354, H149 1.010
118 H 0.76337 0.48732 4.71777  C96 1.153
119 H 4.55666 1.61984 -7.64582  N65 1.008
120 H 1.95611 3.09758 -9.49019  N12 1.004
121 H 2.62697 -2.05584 -1.90879  C59 1.161
122 C 0.17845 1.43391 1.74809  C23 1.615, H24 1.148, C57 1.640, H124 1.157
123 C -2.59413 -2.90281 -0.88828  C41 1.615, C77 1.606, H104 1.152, H116 1.164
124 H -0.65198 1.38870 2.55262  C122 1.157
125 H 3.94193 3.10969 -8.28393  N65 1.004
126 H 2.56356 -2.13007 -8.46833  N11 1.010
127 H -1.40309 -4.47284 2.84803  C28 1.148
128 H -2.89997 5.25214 -1.15408  C33 1.153
129 C -1.44082 4.99732 9.66817  N54 1.356, N117 1.354, O160 1.221
130 H 6.35487 -3.78562 -2.48810  N60 1.008
131 N -5.97981 2.33892 7.53712  H27 1.007, C29 1.355, H38 1.004
132 H 3.54529 -4.62826 -12.51507  N72 1.008
133 H 3.49890 -2.61207 1.90089  C26 1.165
134 O 1.76290 -2.91764 6.02528  C74 1.220
135 H -0.45866 -3.44242 0.56121  C81 1.165
136 C 2.04360 -2.14561 0.26543  C26 1.614, C59 1.610, H69 1.149, H89 1.164
137 H 1.38912 0.12682 -1.26909  C110 1.145
138 N -6.21338 1.49451 4.26776  H19 1.008, C45 1.355, H95 1.004
139 H 1.69037 -5.10506 -5.90471  N17 1.008
140 H 4.92567 -3.42436 -5.67673  N46 1.004
141 O -2.55554 7.79189 5.15438  C111 1.224
142 H 4.09804 -0.14668 0.15601  C79 1.146
143 H -0.44810 5.13688 11.50045  N54 1.004
144 H 4.19057 1.37657 -1.84826  C39 1.162
145 C 0.21355 1.51488 -5.44480  C97 1.560, C107 1.580, H151 1.143
146 N 2.38846 -4.97685 6.71569  H35 1.008, C74 1.355, H155 1.004
147 Br -4.78359 1.29846 -2.59118  P68 2.338
148 N 1.38034 0.80426 -3.32847  C83 1.479, C97 1.463, C110 1.506
149 H -0.49928 4.02128 8.16373  N117 1.010
150 H 3.81096 -0.00132 -3.07936  C39 1.163
151 H -0.30907 2.12198 -6.26072  C145 1.143
152 H -2.01479 5.87218 11.40100  N54 1.008
153 O -4.00548 1.29531 3.81846  C45 1.223
154 O -6.62667 4.42106 6.93035  C29 1.224
155 H 3.08125 -5.60974 7.07271  N146 1.004
156 O -2.27167 0.19072 -2.66590  C44 1.470, P68 1.756
157 H -4.62377 4.84187 -1.74851  C33 1.164
158 H -3.20493 -0.37502 -5.32489  S64 1.411
159 H 2.27007 1.94837 2.39013  C23 1.147
160 O -2.44776 5.27569 9.03650  C129 1.221

Calculated values
Charge: -1
Orbital gap in eV: 5.98
E in Ha: -6957.22585
Largest force on an atom in eV/A: 7.32
HOMO in eV: -4.7